No. 1
Formula: C53H122F3N9O7S
Source: the OMol25 dataset
Level of theory: the ωB97M-V functional and the def2-TZVPD basis

For the total energy, the calculation gives -103571.3456 eV. For the HOMO energy, the calculation gives -23.999 eV. The charge is +8. Its multiplicity is 1. As for the LUMO energy: -16.5 eV. As for the frontier orbital gap: 7.450 eV.

XYZ file:
```
195
Properties=species:S:1:pos:R:3:mulliken_charge:R:1
C -1.89311 2.43498 -3.81170 -0.7777
C -2.20908 2.94805 -5.19522 0.2857
O -2.66426 2.19953 -6.01962 -0.3816
N -1.63457 4.30288 -5.56035 -0.2422
H -1.23039 4.82560 -4.79079 0.4060
H -0.81613 4.21373 -6.15397 0.3915
C -2.60047 5.28399 -6.27091 -0.8037
H -0.86007 2.08543 -3.75718 0.1688
H -2.52020 1.61764 -3.46410 0.2454
H -1.91148 3.31128 -3.16155 0.5162
H -1.97324 6.13812 -6.51863 0.3879
H -3.35933 5.52635 -5.52786 0.3788
H -3.07307 4.71358 -7.06893 0.3624
C -3.42777 0.99094 3.04531 -0.6658
C -2.42978 1.13598 4.14785 0.3817
O -1.33729 0.65710 4.30508 -0.4425
N -2.84876 2.08141 5.30790 -0.1638
H -2.04214 2.65469 5.54002 0.3287
H -3.40936 2.87145 5.00071 0.4626
C -3.36805 1.34367 6.51037 -0.7605
H -4.33956 0.43116 3.25195 0.4811
H -2.85027 0.51148 2.25458 -0.1545
H -3.71553 1.96106 2.63757 0.4964
H -4.18459 0.73775 6.11914 0.3503
H -3.72853 2.12000 7.18377 0.4225
H -2.61823 0.69921 6.96520 0.3023
C -0.06089 -1.02044 -6.34360 -1.1427
C 1.33846 -1.52526 -6.05671 0.5348
O 1.56943 -2.67771 -5.77869 -0.4368
N 2.43183 -0.50829 -6.20121 -0.0761
H 3.10250 -1.06925 -6.72218 0.4398
H 2.18551 0.26214 -6.81184 0.4131
C 3.04263 -0.12098 -4.82013 -0.7064
H -0.82586 -1.79180 -6.26526 0.3594
H -0.08200 -0.78497 -7.41070 0.4923
H -0.42734 -0.14955 -5.79966 0.1688
H 2.27099 0.35979 -4.22232 0.2136
H 3.73751 0.50583 -5.38005 0.4144
H 3.53113 -0.98037 -4.36630 0.3321
C 2.69345 3.42420 -1.98188 -0.3447
C 3.49432 3.36988 -3.31040 0.0853
O 4.38765 2.58379 -3.44074 -0.4436
N 3.19785 4.53100 -4.24109 -0.0855
H 3.16877 4.04073 -5.13049 0.4380
H 2.33263 5.03860 -4.10505 0.3875
C 4.35278 5.55609 -4.35182 -0.7870
H 3.27836 2.99491 -1.16955 -0.1051
H 1.69597 2.99172 -2.03907 0.1012
H 2.69979 4.47935 -1.69973 0.6575
H 5.29815 5.10330 -4.64356 0.3386
H 4.35652 6.01449 -3.36290 0.3882
H 4.01083 6.35759 -5.00609 0.3934
C -2.32287 -3.38605 2.93616 -1.2758
C -0.85154 -2.93228 2.99844 1.7603
C 0.12745 -4.05038 3.42149 -0.8789
N 1.57732 -3.48716 3.65942 0.3585
C 1.99031 -2.78238 2.31908 -0.9241
C 2.57505 -4.59950 3.85622 -0.5604
C 2.79012 -4.81094 5.31857 -0.5728
C 1.90885 -3.75085 6.01521 -0.8665
C 1.67759 -2.65536 4.95673 -0.3369
H -2.52256 -3.89879 1.99588 0.1597
H -3.13352 -2.67279 3.08310 0.3046
H -2.39168 -4.04018 3.80674 0.4550
H -0.71898 -2.03991 3.61115 -0.3691
H -0.62838 -2.56505 1.99549 -0.6137
H 0.31106 -4.85720 2.71375 0.3441
H -0.06993 -4.42315 4.42650 0.4693
H 1.70790 -3.26220 1.38337 0.0596
H 3.07603 -2.69231 2.29379 0.4458
H 1.58292 -1.77204 2.34476 0.2953
H 3.55151 -4.18168 3.60938 0.1587
H 2.33361 -5.44163 3.21008 0.5024
H 3.79262 -4.57540 5.66956 0.3899
H 2.42160 -5.81037 5.54662 0.3184
H 2.44365 -3.42374 6.90567 0.4583
H 0.91693 -4.08123 6.32392 0.3904
H 2.55123 -2.00884 4.85719 0.3120
H 0.83576 -1.96512 4.98426 0.2013
C -5.35960 0.38783 -0.68281 -1.4123
C -6.76315 -0.01969 -1.28913 -0.3742
C -7.80836 -0.20874 -0.16942 -1.1079
N -9.28877 0.06770 -0.52136 0.3459
C -10.16166 -0.51142 0.62860 -1.0906
C -9.47646 1.58695 -0.67861 -0.4237
C -10.29711 1.83713 -1.98549 -0.5838
C -10.82137 0.49415 -2.46444 -0.5555
C -9.85265 -0.50795 -1.84428 -0.5490
H -5.06819 -0.25199 0.15087 0.3635
H -5.62288 1.30763 -0.15593 0.5208
H -4.59570 0.57668 -1.43445 0.1690
H -6.62502 -0.95391 -1.83454 0.4771
H -7.03919 0.70197 -2.05834 0.4297
H -7.63426 0.41415 0.70882 0.5034
H -7.69518 -1.20858 0.25065 0.4530
H -10.01840 -0.06204 1.61141 0.3672
H -10.03621 -1.58574 0.75481 0.4106
H -11.19340 -0.27625 0.36823 0.4500
H -10.10402 1.89787 0.15494 0.4050
H -8.49811 2.02602 -0.86084 0.2111
H -11.01312 2.65675 -1.97096 0.4025
H -9.57253 2.04816 -2.77398 0.2568
H -11.81611 0.33737 -2.04791 0.3231
H -10.76861 0.54094 -3.55031 0.3691
H -10.14486 -1.54167 -1.66238 0.3677
H -8.91523 -0.64397 -2.38623 0.2739
C 8.48832 1.54438 1.28505 -1.1873
C 7.40268 0.49680 1.73650 -1.0094
C 5.95590 0.54979 1.26653 -0.0470
N 5.70349 -0.12202 -0.10068 0.8364
C 6.45374 0.75595 -1.17691 -0.9572
C 4.21990 -0.43474 -0.32334 1.1892
C 4.07429 -1.82003 -1.02448 -0.0156
C 5.50312 -2.35882 -1.20152 -1.0485
C 6.31421 -1.57399 -0.12510 -0.7207
H 8.02982 2.41851 0.82315 0.2662
H 9.11487 0.99428 0.58225 0.3566
H 9.20228 1.86468 2.04246 0.3775
H 7.31656 0.51575 2.82577 0.5208
H 7.84628 -0.49997 1.72210 0.3844
H 5.62205 1.57933 1.13634 0.3846
H 5.32657 -0.01082 1.95712 -0.0090
H 6.39909 1.81862 -0.94371 0.3707
H 5.93255 0.59768 -2.12044 0.3797
H 7.51069 0.51955 -1.28814 0.2588
H 3.86295 0.42864 -0.88206 -0.2098
H 3.71724 -0.65181 0.61664 -0.7677
H 3.37057 -1.76990 -1.85528 0.0240
H 3.52650 -2.43378 -0.30763 -0.1483
H 5.84140 -2.02134 -2.18282 0.3683
H 5.63799 -3.43909 -1.21471 0.5142
H 7.37390 -1.53587 -0.36745 0.4897
H 6.01947 -1.92661 0.86297 0.4313
C 1.69717 -6.02217 -4.56844 -1.4856
C 1.09249 -5.41393 -3.29261 0.0380
C -0.39129 -5.74497 -2.99112 -0.7610
N -1.16636 -4.77719 -2.08212 0.0897
C -0.55539 -4.78338 -0.69271 -1.2209
C -2.65819 -5.16955 -2.06576 -0.5729
C -3.35925 -3.88980 -1.43868 -0.7543
C -2.45382 -2.69892 -1.84976 -0.0549
C -1.19457 -3.32574 -2.53868 -0.3822
H 1.32780 -7.04647 -4.63210 0.4263
H 2.78443 -6.05979 -4.51747 0.4038
H 1.42963 -5.56555 -5.52124 0.3218
H 1.30321 -4.35264 -3.14202 -0.0445
H 1.65917 -5.84937 -2.46744 0.2939
H -0.37606 -6.72555 -2.51491 0.5779
H -1.02584 -5.87791 -3.86774 0.4596
H 0.44619 -4.40913 -0.89387 0.5029
H -0.65833 -5.77299 -0.24727 0.4497
H -1.18091 -4.19674 -0.02013 0.2314
H -2.73868 -6.11731 -1.53695 0.5544
H -3.01742 -5.16796 -3.09406 0.4512
H -3.43818 -3.97754 -0.35367 0.0719
H -4.42375 -3.80272 -1.65401 0.4667
H -2.22506 -1.96115 -1.08020 -0.2641
H -2.96525 -2.01437 -2.52877 0.5040
H -0.19183 -2.94878 -2.34128 0.2222
H -1.23090 -3.50025 -3.61504 0.4874
C 3.57950 5.93431 6.31111 -1.4891
C 3.21352 5.52527 4.92818 -0.3005
C 2.30653 4.29947 4.92745 -0.8377
N 2.18999 3.59071 3.59371 0.6039
C 1.67474 4.55155 2.54687 -1.0259
C 3.47383 2.80693 3.32306 -0.1166
C 3.35862 1.51820 4.10537 -0.2745
C 1.84598 1.45401 4.49175 0.5057
C 1.17129 2.48017 3.67204 -0.3117
H 4.22468 5.30782 6.92546 0.3975
H 2.75192 6.20355 6.96995 0.3818
H 4.00063 6.92719 6.14561 0.4026
H 4.11627 5.40959 4.32681 0.3207
H 2.60226 6.26588 4.40950 0.3709
H 1.37382 4.45273 5.47042 0.5893
H 2.80930 3.54649 5.53783 0.3769
H 2.60722 5.08246 2.34577 0.5221
H 0.83027 5.20236 2.75954 0.3617
H 1.63882 4.00125 1.60573 0.1598
H 3.52496 2.64382 2.24549 -0.2770
H 4.34749 3.41760 3.54742 0.3862
H 3.70512 0.67485 3.50830 -0.1891
H 4.09179 1.50806 4.91210 0.5551
H 1.49377 0.49365 4.11123 -0.5817
H 1.49114 1.45521 5.52199 0.3527
H 1.06074 2.10162 2.65449 -0.5696
H 0.21764 2.95196 3.90614 0.6110
C -0.83897 1.40180 -0.59085 0.0168
F -0.29866 2.51095 -1.11903 -0.1831
F -1.38762 1.75255 0.55266 -0.0878
F -1.77326 0.86989 -1.33992 0.0456
S 0.58566 0.07861 -0.36720 -0.4120
O 1.11626 -0.01632 -1.70364 0.0852
O 1.54989 0.66363 0.56476 -0.0342
O 0.01185 -1.10583 0.19831 -0.3934
```



No. 2
Formula: C41H74F2N6O9P2S3
Source: the OMol25 dataset
Level of theory: the ωB97M-V functional and the def2-TZVPD basis

For the total energy, the calculation gives -127575.3785 eV. The calculation puts the energy relative to the best compared isomer or geometry (same formula, charge and spin) at 391.9 kcal per mole. For the HOMO energy, the calculation gives -8.574 eV. The charge is 0. Its multiplicity is 3. As for the LUMO energy: -1.1 eV. As for the frontier orbital gap: 7.457 eV.

XYZ file:
```
137
Properties=species:S:1:pos:R:3:mulliken_charge:R:1
C -1.68525 4.28938 0.05379 -0.7193
C -1.31051 2.84542 -0.65255 -0.0762
O -1.96314 1.68644 -0.00496 -0.2914
C -1.23622 0.51446 -0.55524 -0.4042
C -1.74935 -0.91856 0.14109 -0.3428
O -1.02681 -1.97870 -0.52627 0.0119
C -1.63849 -3.30232 -0.48327 -0.9218
C -2.61610 -3.54707 0.86224 -0.9365
C -1.81804 -3.56001 2.27888 0.4498
C -2.34492 -2.47169 3.40111 0.0123
C -3.37252 -1.22563 3.15023 -0.0325
C -3.80445 -0.22039 4.40777 -0.5139
C -3.21716 -0.46508 5.93842 -0.3653
C -2.21479 -1.74978 6.20829 -0.4097
C -1.78171 -2.72701 4.95533 -0.3882
O -0.79389 -4.45294 -0.43355 1.3957
C 0.37355 -4.64137 -1.20485 0.2402
C 0.46938 -3.95494 -2.68325 -1.0471
N -0.24209 -4.59601 -3.82204 -0.2652
N 1.71633 -4.21541 -0.56249 -0.2734
C 1.55829 -3.44728 0.54258 -0.1069
S 1.66422 -1.94779 1.41467 -0.0236
C 0.62286 -6.31736 -1.20706 0.2136
C 1.58723 -6.82071 -2.43170 -1.6081
O 2.83258 -6.08927 -2.66392 -0.0598
C 3.43898 -6.39173 -3.97065 0.4820
C 3.13768 -5.59695 -5.37775 -0.7260
O 4.36174 -7.39017 -4.01483 -0.5573
P -1.03884 -7.26357 -1.61165 0.3412
N -1.44508 -7.34688 -3.14878 -0.9017
N 1.09610 -6.62031 0.18219 0.6930
P 2.68997 -7.27759 0.41025 -0.0044
S 3.84759 -6.26397 1.67331 -0.3547
C 0.18096 -7.29646 1.12370 -0.3232
F -1.13518 -6.61799 1.43276 -0.2894
C 0.71810 -7.40717 2.70721 -0.6268
C 0.87925 -5.93310 3.43196 -0.6840
S -2.92484 -3.28974 -1.90125 1.2395
O -3.41463 -4.75467 -2.22756 -0.5770
O -4.21950 -2.50546 -1.55546 -0.6103
F -2.31673 -2.47748 -3.32642 -0.3309
H -2.77021 4.28869 0.49682 0.2014
H -1.55210 5.11605 -0.79432 0.1678
H -0.86636 4.52612 0.88623 0.2896
H -0.12716 2.77838 -0.66113 0.0626
H -1.63198 2.80289 -1.79646 0.2555
H -0.10818 0.63248 -0.21305 0.1604
H -1.29603 0.45823 -1.74668 0.2874
H -1.36272 -0.85805 1.25731 0.1679
H -2.91201 -0.90809 0.03205 0.2783
H -3.03481 -4.65331 0.69231 0.5368
H -3.54862 -2.85933 0.90419 0.7019
H -2.00520 -4.62792 2.78088 0.5119
H -0.65671 -3.44397 2.22297 -0.3928
H -3.78017 -1.02972 2.06744 0.0927
H -4.52530 0.69218 4.19465 0.2767
H -3.52283 0.27882 6.81036 0.2731
H -1.80157 -1.97717 7.30394 0.2757
H -1.06021 -3.64998 5.17791 0.1328
H 1.61607 -3.84878 -3.00655 0.4371
H 0.11553 -2.81416 -2.66615 0.2518
H -0.07756 -4.08835 -4.72107 0.3053
H -1.25271 -4.77884 -3.68135 0.1361
H 1.06265 -6.84277 -3.50377 0.7361
H 1.89614 -7.96241 -2.25957 0.4601
H 2.82574 -4.48020 -5.13573 0.2028
H 2.27746 -6.17780 -5.93235 0.2610
H 4.10515 -5.59129 -6.07583 0.3176
H -2.15975 -6.62327 -0.90894 0.0648
H -0.93078 -8.65037 -1.13535 0.1165
H -2.37593 -6.89751 -3.28203 0.3407
H 3.55999 -7.52251 -0.69194 0.1705
H 2.53043 -8.62260 0.99340 0.1111
H 0.02296 -8.43658 0.80614 0.1476
H 1.59192 -8.14715 2.87787 0.3871
H -0.21036 -7.90703 3.27455 0.3831
H 1.91464 -5.95752 4.01475 0.3524
H 0.76931 -5.02264 2.70550 0.0491
H 0.05497 -5.81992 4.28813 0.1793
C -7.08020 8.87968 -0.39191 -1.7652
C -5.92263 7.88147 -0.11521 1.7622
C -5.26298 8.20830 1.25178 -1.1905
C -4.38679 9.45788 1.21795 -0.4746
C -3.36117 9.37777 0.09141 -1.1858
C -3.99268 9.07377 -1.29309 1.6483
N -4.94301 7.91208 -1.25417 0.1481
O -4.17065 6.73702 -1.18019 -0.3997
C -4.72184 10.33666 -1.82517 -1.6889
C -2.83651 8.87159 -2.32806 -1.6577
C -6.65506 6.50451 0.01096 -1.7245
H -6.85338 9.90121 -0.08666 0.2924
H -7.35820 8.88406 -1.45249 0.3614
H -7.98547 8.61234 0.16972 0.4633
H -4.64347 7.36158 1.58120 0.3553
H -6.03470 8.33528 2.02257 0.3335
H -5.00318 10.35572 1.10808 0.3016
H -3.86630 9.56364 2.17703 0.3718
H -2.80085 10.32064 0.05236 0.3640
H -2.62790 8.60100 0.34662 0.3344
H -5.28189 10.11237 -2.74050 0.3757
H -4.00518 11.12954 -2.07335 0.4383
H -5.40377 10.78829 -1.10742 0.2873
H -2.14553 8.07130 -2.04149 0.2399
H -2.22773 9.77965 -2.41975 0.4113
H -3.23463 8.64209 -3.32380 0.4462
H -7.13952 6.22761 -0.93302 0.4421
H -7.43461 6.54306 0.78194 0.4302
H -5.98261 5.69131 0.30481 0.2842
C 8.36543 1.25467 0.35758 -1.7728
C 7.04522 1.89341 0.86946 1.7269
C 6.49366 1.07160 2.06571 -1.2127
C 5.87233 -0.25955 1.65065 -0.7347
C 4.82336 -0.05877 0.56127 -0.8258
C 5.35127 0.74122 -0.65915 1.6740
N 6.06229 2.00246 -0.26181 0.2921
O 5.08128 2.93839 0.11824 -0.4981
C 6.29559 -0.15504 -1.50452 -1.7967
C 4.15304 1.00577 -1.63026 -1.7445
C 7.50334 3.29059 1.40462 -1.7752
H 8.34583 0.16483 0.35283 0.2883
H 8.61335 1.60541 -0.65120 0.3558
H 9.21612 1.51825 1.00044 0.4718
H 5.73167 1.65542 2.60217 0.3800
H 7.29385 0.87974 2.79280 0.3558
H 6.64635 -0.95449 1.30997 0.3221
H 5.40511 -0.73103 2.52318 0.3669
H 4.45313 -1.04015 0.23832 0.2755
H 3.96135 0.45881 1.00313 0.3407
H 6.78001 0.42288 -2.30021 0.3805
H 5.73817 -0.96572 -1.99025 0.4437
H 7.06855 -0.65391 -0.92329 0.3090
H 3.32880 1.54456 -1.15032 0.3487
H 3.72732 0.06286 -1.99530 0.3538
H 4.47563 1.58066 -2.50668 0.4596
H 7.90282 3.91171 0.59400 0.4394
H 8.29431 3.18325 2.15725 0.4236
H 6.69498 3.84297 1.89579 0.3497
```